[1]
This record from OMol25 describes C21H24MoNO2Se4Si as an isolated structure. The level of theory is ωB97M-V/def2-TZVPD.

Calculated values
* total charge: +2
* Kohn-Sham gap (spin up / spin down): 6.52 / 6.10 eV
* LUMO energy (spin up / spin down): -7.72 / -8.14 eV
* E: -298856.3077 eV
* 2S+1: 2

Element x y z (Å)
Mo 0.859 0.258 -1.731
Se -0.615 1.994 -2.853
Se 1.662 2.387 -2.957
Se 2.802 0.726 -4.195
Se 3.186 -0.548 -2.243
O 0.185 -1.005 -3.084
N -0.138 -2.135 -3.703
C 0.752 -3.143 -3.715
C 0.441 -4.293 -4.406
C -0.771 -4.378 -5.077
C -1.659 -3.311 -5.041
C -1.322 -2.176 -4.340
H 1.669 -2.953 -3.176
H 1.154 -5.105 -4.419
H -1.023 -5.274 -5.629
H -2.608 -3.344 -5.556
H -1.921 -1.282 -4.249
C 2.770 1.599 2.794
C 1.699 0.501 2.711
C 2.348 -0.831 2.312
C 1.002 0.354 4.076
Si 0.374 0.953 1.502
O 1.121 0.970 -0.150
C -0.794 -0.440 1.041
C -1.981 -0.726 1.711
C -2.848 -1.715 1.257
C -2.547 -2.456 0.123
C -1.357 -2.222 -0.545
C -0.505 -1.221 -0.086
C -0.408 2.609 1.614
C -1.760 2.798 1.920
C -2.294 4.075 2.012
C -1.489 5.180 1.782
C -0.148 5.014 1.462
C 0.389 3.740 1.383
H 3.528 1.305 3.524
H 2.355 2.551 3.126
H 3.285 1.755 1.842
H 3.111 -1.099 3.047
H 2.853 -0.771 1.342
H 1.626 -1.651 2.283
H 1.741 0.066 4.827
H 0.233 -0.424 4.069
H 0.545 1.289 4.407
H -2.252 -0.180 2.606
H -3.763 -1.909 1.800
H -3.222 -3.231 -0.214
H -1.076 -2.839 -1.389
H 0.548 -1.305 -0.453
H -2.414 1.954 2.090
H -3.338 4.207 2.261
H -1.907 6.175 1.854
H 0.478 5.878 1.286
H 1.442 3.632 1.145



[2]
This record from OMol25 describes C21H24N2OP2RuSe as an isolated structure. The level of theory is ωB97M-V/def2-TZVPD.

Calculated values
* total charge: +1
* Kohn-Sham gap (spin up / spin down): 6.57 / 4.54 eV
* LUMO energy (spin up / spin down): -2.05 / -6.63 eV
* E: -113689.4163 eV
* 2S+1: 6

Element x y z (Å)
C -1.061 3.383 -2.829
C -1.033 1.989 -2.921
C 0.087 1.410 -3.523
C 1.074 2.156 -4.204
C 1.010 3.564 -4.107
C -0.031 4.152 -3.396
C 1.990 1.331 -4.916
C 2.445 0.125 -4.312
C 1.413 -0.581 -3.651
C 1.559 -1.902 -3.221
C 2.852 -2.425 -3.181
C 3.929 -1.687 -3.699
C 3.736 -0.449 -4.305
H -1.896 3.865 -2.318
H 1.794 4.160 -4.579
H -0.068 5.237 -3.281
H 2.691 1.841 -5.575
H 3.008 -3.418 -2.755
H 4.932 -2.112 -3.639
H 4.559 0.107 -4.758
N 0.145 0.022 -3.774
Ru -0.188 -0.424 0.044
C -2.127 1.067 -2.414
H -2.025 0.097 -2.921
H -3.123 1.494 -2.599
C 0.313 -2.694 -2.859
H -0.486 -2.501 -3.593
H 0.543 -3.769 -2.824
P -1.987 0.678 -0.604
P -0.423 -2.225 -1.245
C 0.850 -2.714 -0.009
H 1.012 -1.892 0.736
H 0.469 -3.593 0.517
H 1.796 -2.916 -0.518
C -1.784 -3.398 -0.993
H -1.429 -4.210 -0.346
H -2.618 -2.877 -0.509
H -2.117 -3.803 -1.959
C -2.177 2.274 0.229
H -3.238 2.553 0.268
H -1.787 2.178 1.249
H -1.609 3.046 -0.300
C -3.529 -0.229 -0.263
H -3.414 -0.716 0.714
H -4.371 0.474 -0.224
H -3.708 -0.993 -1.029
C 1.137 0.512 -0.793
O 2.003 1.120 -1.286
H 0.387 0.250 -4.856
Se 0.366 1.356 4.563
C 0.140 0.753 2.942
N -0.014 0.336 1.838



[3]
This record from OMol25 describes C21H24N2OP2SSn as an isolated structure. The level of theory is ωB97M-V/def2-TZVPD.

Calculated values
* total charge: +2
* Kohn-Sham gap (spin up / spin down): 5.85 / 5.86 eV
* LUMO energy (spin up / spin down): -8.63 / -8.58 eV
* E: -62423.3684 eV
* 2S+1: 1

Element x y z (Å)
C -1.494 3.369 -3.735
C -1.276 2.083 -3.251
C 0.053 1.556 -3.188
C 1.095 2.357 -3.673
C 0.852 3.673 -4.089
C -0.442 4.204 -4.121
C 2.469 1.776 -3.837
C 2.531 0.290 -3.648
C 1.405 -0.395 -3.169
C 1.438 -1.821 -3.190
C 2.598 -2.473 -3.600
C 3.757 -1.784 -3.974
C 3.701 -0.395 -3.988
H -2.520 3.730 -3.816
H 1.696 4.279 -4.400
H -0.635 5.216 -4.473
H 2.821 1.995 -4.866
H 2.595 -3.562 -3.660
H 4.660 -2.316 -4.275
H 4.569 0.198 -4.272
N 0.302 0.289 -2.658
Sn -0.140 -0.079 -0.369
C -2.436 1.222 -2.774
H -2.458 0.236 -3.269
H -3.385 1.752 -2.948
C 0.202 -2.605 -2.775
H -0.699 -2.269 -3.316
H 0.374 -3.672 -2.968
P -2.379 0.945 -0.957
P -0.128 -2.503 -0.969
C 1.283 -3.359 -0.243
H 1.297 -3.186 0.838
H 1.178 -4.433 -0.442
H 2.229 -3.012 -0.671
C -1.648 -3.365 -0.558
H -1.527 -4.429 -0.808
H -1.840 -3.262 0.521
H -2.501 -2.953 -1.121
C -2.462 2.636 -0.303
H -3.448 3.061 -0.540
H -2.317 2.606 0.784
H -1.683 3.272 -0.742
C -3.842 0.052 -0.425
H -3.863 0.022 0.675
H -4.732 0.578 -0.802
H -3.829 -0.977 -0.814
C 2.269 -0.219 0.843
O 3.280 -0.255 1.361
H 3.206 2.290 -3.239
S -1.221 -0.738 2.083
C 0.068 -0.055 2.883
N 0.979 0.428 3.453



[4]
This record from OMol25 describes C21H24N6O4S in the gas phase. The level of theory is ωB97M-V/def2-TZVPD.

Calculated values
* total charge: 0
* Kohn-Sham gap: 8.51 eV
* LUMO energy: -0.13 eV
* E: -50131.3387 eV
* 2S+1: 1

Element x y z (Å)
C 4.356 1.836 1.911
H 4.293 2.405 0.979
O 5.106 0.651 1.764
C 4.696 -0.270 0.855
C 3.603 -0.119 0.009
C 3.278 -1.118 -0.898
C 4.030 -2.282 -0.951
C 5.116 -2.438 -0.103
C 5.451 -1.444 0.791
H 6.297 -1.546 1.451
H 5.707 -3.340 -0.146
H 3.778 -3.059 -1.658
C 2.085 -0.939 -1.803
N 0.905 -1.622 -1.294
C -0.012 -1.002 -0.534
O 0.077 0.172 -0.218
C -1.251 -1.837 -0.202
C -1.780 -1.426 1.176
C -3.232 -1.852 1.406
N -4.103 -1.469 0.324
S -4.926 -0.027 0.415
O -5.446 0.068 1.746
O -5.820 0.010 -0.702
C -3.676 1.247 0.203
C -2.965 1.668 1.311
C -1.791 2.378 1.141
C -1.339 2.637 -0.149
C -2.130 2.339 -1.255
C -3.305 1.634 -1.073
H -3.927 1.346 -1.906
H -1.780 2.612 -2.239
N -0.051 3.128 -0.358
C 1.047 3.006 0.431
N 2.077 3.467 -0.224
N 1.614 3.870 -1.405
N 0.372 3.672 -1.507
H 1.058 2.578 1.408
H -1.211 2.683 1.998
H -3.328 1.404 2.292
C -3.683 -1.959 -0.963
C -2.262 -1.516 -1.319
H -1.953 -2.004 -2.245
H -2.254 -0.439 -1.487
H -3.741 -3.053 -0.941
H -4.400 -1.585 -1.694
H -3.289 -2.942 1.509
H -3.633 -1.397 2.312
H -1.694 -0.342 1.253
H -1.151 -1.868 1.952
H -1.018 -2.905 -0.212
H 0.850 -2.618 -1.436
H 1.828 0.120 -1.875
H 2.298 -1.330 -2.801
H 3.002 0.776 0.032
H 4.882 2.423 2.661
H 3.344 1.617 2.267



[5]
This record from OMol25 describes a 4-piece molecular cluster, C21H25F25NO8S2 overall. The level of theory is ωB97M-V/def2-TZVPD.

Calculated values
* total charge: -1
* Kohn-Sham gap: 8.46 eV
* LUMO energy: 1.86 eV
* E: -129654.7304 eV
* 2S+1: 1

Element x y z (Å)
C 5.721 -2.801 2.920
O 5.915 -1.428 3.412
C 4.747 -0.560 3.042
C 4.728 -0.224 1.439
C 3.389 0.545 0.897
C 1.972 0.041 1.544
C 1.274 -1.229 0.709
S 0.886 -2.712 1.786
O 1.986 -2.916 2.881
O 0.857 -4.065 0.972
N -0.689 -2.627 2.584
S -0.825 -1.202 3.582
O 0.329 -1.024 4.609
O -2.166 -1.331 4.404
F -1.030 0.213 2.600
H 6.008 -2.936 1.776
H 4.593 -3.105 3.009
H 6.350 -3.606 3.538
H 4.922 0.455 3.637
H 3.803 -1.120 3.448
H 5.642 0.516 1.235
H 4.932 -1.177 0.792
H 3.490 1.717 1.089
H 3.395 0.429 -0.291
H 1.202 0.941 1.397
H 1.992 -0.173 2.694
H 1.935 -1.554 -0.225
H 0.231 -0.865 0.257
C -4.787 1.740 3.051
C -4.498 1.770 1.542
C -3.168 2.410 1.146
F -3.049 3.686 1.571
F -3.046 2.447 -0.210
F -5.546 2.357 0.905
F -4.486 0.470 1.107
O -5.574 2.814 3.577
C -4.861 4.024 3.832
C -5.237 5.162 2.876
F -5.137 4.795 1.578
F -4.419 6.232 3.042
F -3.532 3.752 3.840
F -5.172 4.378 5.110
H -5.401 0.847 3.229
H -3.881 1.570 3.646
H -2.325 1.834 1.535
H -6.267 5.492 3.049
C 6.648 2.615 -2.654
C 5.937 1.486 -1.891
C 6.237 0.073 -2.389
F 5.922 -0.105 -3.691
F 5.504 -0.840 -1.692
F 4.601 1.739 -1.874
F 6.341 1.565 -0.583
O 5.914 3.235 -3.715
C 5.914 2.525 -4.953
C 4.546 1.932 -5.311
F 4.036 1.178 -4.310
F 4.631 1.125 -6.399
F 6.905 1.599 -4.922
F 6.284 3.429 -5.902
H 6.805 3.424 -1.929
H 7.659 2.332 -2.970
H 7.291 -0.176 -2.249
H 3.823 2.724 -5.531
C -4.901 -2.116 -1.249
C -6.385 -1.823 -1.520
C -7.322 -3.022 -1.379
F -6.992 -4.047 -2.194
F -8.596 -2.669 -1.708
F -6.502 -1.236 -2.741
F -6.780 -0.871 -0.616
O -4.086 -2.413 -2.389
C -4.168 -3.756 -2.863
C -4.866 -3.876 -4.223
F -6.078 -3.276 -4.233
F -5.074 -5.176 -4.554
F -4.739 -4.523 -1.901
F -2.883 -4.194 -2.968
H -4.472 -1.187 -0.850
H -4.759 -2.849 -0.446
H -7.338 -3.388 -0.350
H -4.262 -3.418 -5.013



[6]
This record from OMol25 describes a 6-piece molecular cluster, C21H25F2NO19 overall. The level of theory is ωB97M-V/def2-TZVPD.

Calculated values
* total charge: 0
* Kohn-Sham gap: 10.42 eV
* LUMO energy: -0.06 eV
* E: -68011.3677 eV
* 2S+1: 1

Element x y z (Å)
O 3.634 -3.562 2.755
C 3.020 -2.729 2.170
C 3.395 -1.879 0.986
C 2.334 -0.787 0.967
C 1.184 -1.357 1.802
N 0.079 -1.814 0.919
C -1.229 -1.670 1.346
O -2.157 -2.309 0.978
F -1.361 -0.638 2.185
C 0.281 -3.104 0.333
O 0.688 -3.276 -0.759
F 0.003 -4.099 1.159
O 1.724 -2.434 2.529
H 4.415 -1.517 1.017
H 3.326 -2.544 0.121
H 2.757 0.123 1.384
H 2.033 -0.544 -0.042
H 0.832 -0.621 2.509
C -0.403 0.586 -2.167
C -0.544 1.952 -2.809
O -0.051 2.822 -1.772
C 0.767 2.109 -0.971
O 1.454 2.577 -0.117
O 0.696 0.796 -1.261
H -0.164 -0.204 -2.870
H -1.282 0.296 -1.591
H 0.090 2.066 -3.689
H -1.564 2.213 -3.066
C 1.947 -6.961 -3.166
C 1.704 -5.605 -2.530
O 3.037 -5.152 -2.271
C 3.882 -5.790 -3.114
O 5.026 -5.514 -3.264
O 3.235 -6.787 -3.767
H 1.215 -7.226 -3.923
H 2.011 -7.762 -2.428
H 1.224 -4.905 -3.214
H 1.137 -5.647 -1.607
C -2.188 0.254 6.605
C -2.236 1.331 5.537
O -0.932 1.233 4.954
C -0.452 -0.010 5.185
O 0.530 -0.459 4.689
O -1.245 -0.672 6.054
H -3.140 -0.241 6.771
H -1.800 0.624 7.555
H -2.980 1.122 4.767
H -2.393 2.332 5.930
C -5.745 0.685 -1.887
C -5.708 1.838 -2.873
O -4.369 1.754 -3.380
C -3.928 0.488 -3.212
O -2.918 0.062 -3.676
O -4.780 -0.217 -2.444
H -6.712 0.197 -1.817
H -5.413 0.977 -0.889
H -6.403 1.702 -3.703
H -5.874 2.810 -2.418
C 2.323 5.959 0.321
C 1.651 5.800 -1.028
O 1.308 7.152 -1.359
C 2.134 7.982 -0.678
O 2.215 9.153 -0.858
O 2.852 7.289 0.236
H 3.121 5.245 0.496
H 1.612 5.915 1.147
H 2.332 5.415 -1.788
H 0.761 5.180 -0.997



[7]
This record from OMol25 describes C21H25FN2O2 in the gas phase. The level of theory is ωB97M-V/def2-TZVPD.

Calculated values
* total charge: 0
* Kohn-Sham gap: 7.94 eV
* LUMO energy: 0.70 eV
* E: -31976.0927 eV
* 2S+1: 1

Element x y z (Å)
C 6.773 2.329 0.668
O 6.531 1.049 1.193
C 5.380 0.405 0.819
C 4.424 0.912 -0.048
C 3.292 0.176 -0.359
C 3.085 -1.087 0.189
C 4.052 -1.586 1.067
C 5.178 -0.858 1.375
H 5.920 -1.247 2.053
H 3.910 -2.562 1.508
N 2.008 -1.898 -0.144
H 1.845 -2.638 0.525
C 0.806 -1.395 -0.756
C -0.009 -0.475 0.176
N -1.196 -0.003 -0.508
C -1.234 1.287 -0.922
O -0.331 2.061 -0.660
C -2.468 1.786 -1.656
H -2.132 2.587 -2.317
H -2.946 1.018 -2.261
C -3.466 2.381 -0.644
C -3.982 1.329 0.293
C -3.277 1.022 1.450
C -3.731 0.002 2.264
C -4.872 -0.723 1.974
C -5.576 -0.403 0.826
C -5.133 0.609 -0.007
H -5.689 0.847 -0.902
H -6.475 -0.949 0.581
H -5.195 -1.509 2.637
F -3.028 -0.306 3.376
H -2.383 1.564 1.717
H -2.954 3.163 -0.082
H -4.295 2.832 -1.193
C -2.078 -1.086 -0.874
H -2.349 -1.627 0.041
C -1.361 -2.039 -1.835
C -0.079 -2.564 -1.194
H -0.332 -3.169 -0.319
H 0.468 -3.196 -1.895
H -1.118 -1.503 -2.755
H -2.024 -2.868 -2.088
H -2.999 -0.713 -1.316
H -0.310 -1.025 1.074
H 0.586 0.392 0.468
H 1.091 -0.818 -1.643
H 2.570 0.613 -1.029
H 4.535 1.888 -0.494
H 7.723 2.649 1.094
H 6.856 2.309 -0.424
H 5.991 3.039 0.958



[8]
This record from OMol25 describes C21H25FN2O5S in the gas phase. The level of theory is ωB97M-V/def2-TZVPD.

Calculated values
* total charge: 0
* Kohn-Sham gap: 8.55 eV
* LUMO energy: 0.69 eV
* E: -48952.2268 eV
* 2S+1: 1

Element x y z (Å)
C 0.879 0.064 -3.575
N -0.486 0.017 -3.096
S -0.883 1.241 -2.028
O 0.241 1.441 -1.158
O -1.406 2.391 -2.700
N -2.173 0.494 -1.269
C -3.013 1.394 -0.502
C -2.363 1.793 0.822
H -1.463 2.367 0.601
H -3.046 2.423 1.395
C -1.987 0.549 1.645
C -1.285 0.948 2.919
C -1.847 0.661 4.156
C -1.211 1.019 5.332
C 0.004 1.673 5.254
C 0.590 1.976 4.038
C -0.062 1.612 2.874
H 0.389 1.848 1.922
H 1.538 2.489 4.013
F 0.636 2.024 6.394
H -1.642 0.799 6.295
H -2.796 0.148 4.206
H -2.906 0.007 1.900
C -1.099 -0.363 0.787
C -1.805 -0.694 -0.531
H -1.145 -1.275 -1.176
H -2.718 -1.269 -0.343
C -0.705 -1.652 1.513
O 0.092 -2.488 0.700
C 1.261 -1.982 0.197
C 2.033 -1.016 0.829
C 3.212 -0.543 0.258
C 3.589 -1.069 -0.950
C 2.825 -2.052 -1.579
C 1.661 -2.524 -1.033
H 1.063 -3.278 -1.513
O 3.412 -2.394 -2.770
C 4.578 -1.602 -2.865
O 4.681 -0.774 -1.730
H 4.524 -0.979 -3.773
H 5.463 -2.256 -2.927
H 3.802 0.214 0.746
H 1.730 -0.614 1.783
H -0.203 -1.418 2.461
H -1.590 -2.256 1.735
H -0.188 0.181 0.527
H -3.182 2.272 -1.127
H -3.968 0.887 -0.328
C -1.483 -0.130 -4.132
H -1.454 0.702 -4.844
H -1.315 -1.069 -4.657
H -2.456 -0.146 -3.648
H 1.006 0.795 -4.382
H 1.165 -0.926 -3.932
H 1.507 0.344 -2.733



Max |F| values (in eV/A) by entry order: 1.37 5.41 3.20 1.68 7.28 1.58 0.56 1.26.